No. 1
50
Properties=species:S:1:pos:R:3:forces:R:3:nbo_charge:R:1 method="wB97M-V/def2-TZVPD" e_lumo_ev=-4.204 largest_force_ev_per_a=0.1 e_homo_ha=-0.37609 total_charge=+1
H -1.434 5.776 -5.168 0.000 0.001 0.000 0.24
C -3.359 -1.636 1.749 -0.011 0.006 0.013 -0.20
H -2.428 6.391 -2.991 0.000 0.001 -0.001 0.23
H -4.078 1.659 1.968 -0.002 0.001 0.002 0.25
C 0.988 -4.422 1.106 -0.013 -0.014 -0.015 -0.21
C 3.470 -0.255 0.852 -0.025 0.025 0.028 0.08
C -1.061 5.327 -4.257 0.000 -0.002 0.009 -0.18
H 1.305 3.152 -3.178 -0.004 -0.004 0.010 0.22
H 5.814 -2.659 0.538 0.000 0.001 -0.001 0.25
H -0.481 0.526 -0.972 0.001 -0.001 -0.006 0.42
C -2.150 0.807 1.647 -0.043 0.011 0.035 0.08
C -0.315 -4.886 1.261 0.024 0.032 0.046 0.02
C 2.485 -2.348 0.946 0.015 -0.016 -0.013 0.16
N 0.391 3.599 -0.717 0.009 0.010 0.025 -0.57
C 4.846 -2.193 0.660 -0.006 0.013 0.000 -0.11
C -1.150 5.096 -1.865 -0.016 -0.013 -0.002 -0.21
H -1.584 5.352 -0.907 0.004 0.001 0.003 0.23
C 3.707 -2.972 0.788 -0.007 0.004 0.009 -0.20
C 0.470 3.842 -3.148 0.017 0.005 -0.005 -0.19
H -0.777 1.840 -2.071 0.009 0.008 -0.003 0.43
H -5.198 -0.576 2.050 0.000 0.000 0.000 0.25
H 0.842 4.197 -0.041 0.024 -0.006 -0.008 0.43
C -0.107 4.184 -1.933 -0.023 0.006 -0.008 0.06
Ni 0.526 -0.398 1.219 0.033 0.011 -0.046 0.90
S 0.940 1.806 1.111 0.008 -0.017 0.005 -0.21
N -1.398 -0.288 1.494 0.023 -0.017 -0.021 -0.50
H 3.759 -4.051 0.772 0.002 0.000 -0.002 0.25
C -0.607 -6.418 1.249 -0.019 -0.055 -0.126 0.73
H 3.335 0.815 0.890 0.004 -0.002 -0.029 0.23
C 0.264 2.318 -0.383 0.003 -0.011 -0.043 0.36
O -1.809 -6.678 1.378 -0.005 0.013 0.046 -0.70
N 2.365 -0.998 0.972 -0.043 -0.003 0.024 -0.49
C -3.516 0.745 1.846 0.019 0.013 0.001 -0.25
H -2.353 -4.391 1.538 0.001 -0.001 0.002 0.28
H -1.630 1.753 1.620 -0.002 -0.006 0.015 0.22
C -1.070 -2.632 1.406 0.014 -0.009 -0.002 0.23
C -1.621 5.673 -3.035 -0.006 0.002 -0.005 -0.18
H 1.764 -5.169 0.991 0.001 0.002 0.000 0.28
H -3.799 -2.622 1.791 0.001 -0.001 0.000 0.26
C -4.131 -0.495 1.894 0.002 -0.013 0.004 -0.11
N -0.388 1.500 -1.203 0.008 0.015 -0.008 -0.77
C -0.019 4.412 -4.314 0.003 -0.001 -0.005 -0.20
N 0.190 -2.207 1.247 0.007 0.011 0.055 -0.52
C -1.998 -1.502 1.555 -0.010 -0.024 -0.011 0.17
H 0.426 4.152 -5.265 0.000 0.000 0.000 0.23
C -1.359 -3.978 1.418 -0.014 0.001 -0.018 -0.21
C 1.209 -3.062 1.101 -0.007 0.024 -0.003 0.23
C 4.724 -0.814 0.695 0.010 -0.010 0.004 -0.24
O 0.412 -7.100 1.090 0.011 0.011 0.044 -0.70
H 5.585 -0.168 0.605 0.001 -0.002 0.002 0.25

No. 2
10
Properties=species:S:1:pos:R:3:forces:R:3:nbo_charge:R:1 method="wB97M-V/def2-TZVPD" e_lumo_ev="3.526 / 3.525" largest_force_ev_per_a=4.5 e_homo_ha="-0.11585 / -0.11583" total_charge=-1
O 2.830 0.208 0.434 -1.159 -0.691 -0.253 -0.45
H -2.039 -1.650 0.149 -1.251 -3.081 -0.299 0.21
N -0.990 3.072 -0.761 -0.160 -0.591 0.510 -0.11
N -0.836 2.270 -0.018 1.803 1.968 -0.993 -0.02
S -2.532 0.650 0.549 -1.903 -1.377 0.538 -0.38
N 2.097 -0.751 0.117 0.876 0.055 0.519 0.60
N 0.865 -0.508 -0.352 3.608 0.631 -1.973 -0.30
C -1.606 -0.741 0.103 2.672 3.551 -0.156 -0.45
O 2.518 -1.913 0.000 -0.514 0.489 0.177 -0.46
C -0.306 -0.638 -0.222 -3.972 -0.954 1.930 0.35

No. 3
6
Properties=species:S:1:pos:R:3:forces:R:3:nbo_charge:R:1 method="wB97M-V/def2-TZVPD" e_lumo_ev=-0.657 largest_force_ev_per_a=1.0 e_homo_ha=-0.41921 total_charge=0
H 0.216 0.739 -1.645 0.027 0.123 -0.221 0.23
O 0.258 -1.879 0.290 -0.093 0.359 0.176 -0.46
O -0.299 0.147 1.316 -0.080 -0.525 0.853 -0.39
N -0.284 1.230 0.368 0.181 0.090 -0.981 -0.01
C 0.062 -0.720 0.290 0.123 -0.417 -0.321 0.75
C 0.047 0.483 -0.619 -0.158 0.370 0.494 -0.11

No. 4
21
Properties=species:S:1:pos:R:3:forces:R:3:nbo_charge:R:1 method="wB97M-V/def2-TZVPD" smiles=C[C@H](N)CCN.O e_lumo_ev=0.793 largest_force_ev_per_a=2.8 e_homo_ha=-0.32121 total_charge=0
H 1.566 2.820 -0.437 -0.149 -0.357 -0.070 0.22
H -0.444 0.839 2.343 0.338 0.286 -0.129 0.20
H -1.615 -2.162 -4.824 -0.391 0.141 -0.338 0.46
H 0.377 0.382 -1.647 -0.421 0.175 0.284 0.37
C 0.705 1.034 0.413 0.012 -0.104 1.072 -0.05
H -1.493 0.929 0.927 0.540 0.289 -0.101 0.20
H -0.185 2.715 -0.530 0.147 0.131 0.322 0.20
H 0.202 -2.503 2.155 0.517 -0.361 -0.007 0.35
H 1.267 -0.631 -0.605 -0.189 -0.203 -0.348 0.38
H -0.779 -1.211 0.140 -0.478 -0.354 -0.020 0.19
N 0.911 0.289 -0.802 0.763 -0.143 -0.072 -0.88
C 0.676 2.511 0.130 0.339 1.181 -0.866 -0.61
H 1.380 -1.416 2.189 -0.234 1.121 0.046 0.37
H 0.680 3.237 0.959 -0.453 -0.750 0.148 0.22
H 1.615 0.772 0.990 -0.409 0.372 0.044 0.18
N 0.610 -1.742 1.632 -1.049 -0.879 -0.787 -0.90
C -0.623 -0.975 1.183 2.047 1.003 1.587 -0.21
O -1.882 -1.909 -3.936 0.336 -0.171 -0.258 -0.93
H -1.352 -1.339 1.894 -0.944 0.170 -0.540 0.18
C -0.506 0.576 1.284 -0.390 -1.579 -0.581 -0.43
H -1.110 -2.216 -3.458 0.068 0.032 0.613 0.46

No. 5
69
Properties=species:S:1:pos:R:3:forces:R:3:nbo_charge:R:1 method="wB97M-V/def2-TZVPD" e_lumo_ev="-0.729 / -1.507" largest_force_ev_per_a=0.5 e_homo_ha="-0.26357 / -0.27066" total_charge=0 spin_multiplicity=4
H -2.304 -1.253 2.508 0.006 -0.042 0.000 0.21
C 3.201 1.549 2.994 0.222 -0.125 0.025 -0.22
C -2.246 5.392 -4.081 -0.021 0.016 0.001 -0.19
H 1.059 1.525 7.116 0.001 -0.003 0.004 0.21
H -2.726 6.253 -4.528 -0.002 -0.003 0.000 0.21
H 2.105 -1.821 4.498 -0.002 -0.002 0.002 0.21
H -0.633 5.366 -5.497 -0.003 -0.002 0.000 0.21
C -1.009 3.192 -2.931 0.014 -0.044 -0.040 -0.06
H 2.476 -3.601 0.672 -0.002 -0.001 0.002 0.23
C 0.470 2.342 3.870 -0.242 0.109 0.141 -0.18
C 1.079 2.097 6.199 -0.028 0.207 0.079 -0.28
H -2.587 3.238 -1.488 -0.002 -0.009 -0.011 0.23
H -3.910 -4.068 -1.148 0.001 0.000 -0.004 0.23
C 0.452 1.621 5.066 -0.175 0.073 -0.064 -0.14
C -0.452 3.794 -4.056 -0.026 -0.017 -0.037 -0.18
H -0.058 0.668 5.076 -0.011 0.017 0.000 0.23
H 2.248 3.702 7.023 0.000 0.002 0.009 0.21
H -3.461 -3.111 1.101 -0.001 -0.003 -0.001 0.23
C 2.113 -0.582 2.757 0.054 -0.002 -0.047 -0.17
C 2.868 -3.151 -0.231 0.004 0.049 -0.023 -0.27
C -2.799 4.795 -2.958 0.005 0.003 -0.002 -0.22
O -0.160 2.459 1.579 -0.233 0.090 0.203 -0.67
H -1.159 -1.208 -2.774 0.003 -0.015 -0.002 0.22
C 3.122 0.033 4.857 0.106 -0.050 -0.141 -0.21
C -2.181 3.698 -2.378 0.029 0.038 0.034 -0.18
N 1.060 0.348 -2.137 -0.106 0.002 -0.069 -0.36
C -0.155 1.808 2.638 0.082 0.070 0.041 0.62
H 3.352 -0.199 5.889 -0.010 0.008 0.006 0.21
C 1.147 3.573 3.826 -0.099 0.148 0.213 0.36
C 1.748 3.318 6.142 -0.112 -0.072 0.087 -0.17
C -1.697 -1.664 -1.951 -0.079 0.034 0.007 0.09
C -3.221 -3.242 -1.032 0.003 0.002 0.002 -0.13
H 3.480 2.507 2.573 0.001 -0.008 -0.010 0.23
H 4.210 -1.502 -3.446 0.002 -0.003 -0.001 0.21
C -1.782 -1.007 1.593 -0.031 0.078 0.005 -0.04
C 3.843 -1.971 -2.541 0.002 -0.015 0.009 -0.12
C -2.084 -1.651 0.344 -0.008 0.026 0.045 0.19
H 2.302 4.998 4.913 0.005 0.005 -0.001 0.22
H 4.509 -4.490 -0.409 0.001 0.003 0.000 0.22
O -0.784 1.670 -1.121 0.044 0.231 -0.030 -0.68
O 1.094 -1.640 -0.140 -0.028 -0.132 0.124 -0.72
C 2.689 -1.438 -1.935 -0.028 0.009 -0.029 -0.24
H 0.465 3.396 -4.469 -0.003 -0.003 0.004 0.23
H 5.395 -3.437 -2.478 -0.003 -0.002 0.000 0.22
N -0.701 0.569 2.755 -0.102 -0.060 -0.101 -0.41
C 2.060 -0.332 -2.597 -0.002 -0.030 0.070 0.20
H 0.728 3.819 2.013 0.049 0.035 0.002 0.52
C 3.513 1.246 4.309 0.236 -0.126 -0.096 -0.20
C -0.360 2.020 -2.308 0.002 -0.006 -0.030 0.53
C -2.978 -2.716 0.217 0.007 0.031 -0.006 -0.23
C 2.189 -2.039 -0.753 0.026 0.003 0.046 0.40
O 1.227 4.314 2.710 -0.032 -0.062 -0.076 -0.68
C 4.503 -3.049 -2.007 0.004 0.017 -0.010 -0.27
C 1.785 4.050 4.973 -0.082 0.013 -0.122 -0.30
C 4.000 -3.637 -0.841 0.011 -0.017 0.004 -0.15
C -1.071 4.893 -4.628 0.018 -0.005 -0.003 -0.22
H 2.445 -0.017 -3.563 -0.005 -0.007 -0.011 0.21
C 2.499 0.636 2.208 0.142 -0.018 -0.084 -0.20
Re 0.208 0.153 -0.274 0.340 -0.039 0.371 1.53
C 2.421 -0.874 4.077 0.055 -0.045 0.026 -0.23
C -2.572 -2.707 -2.145 -0.003 0.005 -0.008 -0.27
N -0.924 -0.020 1.595 -0.070 -0.226 0.025 -0.23
N -1.468 -1.143 -0.740 0.038 -0.004 -0.218 -0.51
H 1.568 -1.299 2.159 0.002 -0.014 -0.017 0.21
H -2.741 -3.094 -3.139 -0.004 -0.002 0.002 0.23
S 2.197 1.130 0.530 0.044 -0.089 -0.319 -0.02
H -3.710 5.189 -2.526 0.000 0.001 -0.001 0.22
N 0.582 1.384 -2.940 -0.001 0.013 0.046 -0.40
H 4.044 1.972 4.912 -0.007 -0.033 -0.024 0.22